ORCA calculation (ωB97M-V/def2-TZVPD) on an isolated molecule of C9H14O in a non-equilibrium geometry.

Structure (ORCA input):
```
! RIJCOSX wB97M-V def2-TZVPD def2/J DEFGRID3
* xyz 0 1
C -0.95118 0.53343 2.43562
C -1.16021 -0.26199 1.04224
C -2.59297 0.22800 0.60677
C -0.15322 0.03189 -0.10374
C -0.07896 -1.01798 -1.18423
C 0.94217 -1.08330 -2.05920
C 1.92038 0.01497 -1.96110
O 2.72600 0.15832 -3.08569
C 2.07895 0.60036 -0.78561
C 1.25809 0.11895 0.39090
H -1.88097 0.28104 2.97077
H -1.00482 1.53549 2.02591
H -0.07662 0.15041 2.98169
H -1.20767 -1.26832 1.26373
H -2.52439 1.26009 0.58276
H -3.42192 -0.20132 1.21172
H -2.77161 -0.09397 -0.47349
H -0.52725 0.95070 -0.49223
H -0.75319 -1.98603 -1.07584
H 1.04383 -1.86757 -2.83337
H 3.52051 0.65831 -2.80989
H 2.84810 1.37751 -0.64337
H 1.45983 -0.88675 0.72340
H 1.30714 0.76777 1.27227
*
```

Energy relative to the best compared isomer or geometry (same formula, charge and spin), kJ/mol: 198.3
Calculated total energy, eV: -11605.5811
SMILES: CC(C)[C@@H]1C=CC(O)=CC1
Orbital gap, eV: 9.172

---

ORCA calculation (ωB97M-V/def2-TZVPD) on a cluster of 2 separate species, C9H14O in total in a non-equilibrium geometry.

Structure (ORCA input):
```
! RIJCOSX wB97M-V def2-TZVPD def2/J DEFGRID3
* xyz 0 1
C -1.49002 1.69663 -1.67670
C -1.18489 0.40026 -0.94946
C -1.82635 0.09363 0.24260
C -1.79976 -1.19392 0.77286
C -1.14472 -2.19667 0.08115
C -0.37890 -1.86879 -1.03552
C -0.43180 -0.60249 -1.57886
H -1.87673 1.46721 -2.66748
H -0.55099 2.24220 -1.80322
H -2.26097 2.26697 -1.15877
H -2.36998 0.86948 0.76505
H -2.37815 -1.41372 1.65833
H -1.16844 -3.20731 0.45456
H 0.23826 -2.64370 -1.46530
H 0.14996 -0.27941 -2.43759
C 2.05438 1.40044 0.98655
C 1.94170 0.05859 1.69301
O 2.65392 -0.99173 1.06206
H 2.11280 2.19907 1.72799
H 1.19989 1.54757 0.31597
H 2.93387 1.40323 0.34047
H 2.40352 0.15405 2.67480
H 0.89684 -0.23204 1.80137
H 2.27657 -1.16955 0.19612
*
```

Energy relative to the best compared isomer or geometry (same formula, charge and spin), kJ/mol: 44.5
Calculated total energy, eV: -11607.1756
SMILES: Cc1ccccc1.CCO
Orbital gap, eV: 10.095

---

ORCA calculation (ωB97M-V/def2-TZVPD) on a cluster of 2 separate species, C9H14O in total in a non-equilibrium geometry.

Structure (ORCA input):
```
! RIJCOSX wB97M-V def2-TZVPD def2/J DEFGRID3
* xyz 0 1
C 2.52827 -2.31937 -1.99492
C 1.45922 -1.44871 -1.40652
C 1.78797 -1.07564 -0.00684
C 1.48346 0.17324 0.38566
C 0.73466 1.00083 -0.47047
O 0.73372 2.46323 -0.23678
C 0.18173 0.65564 -1.67545
C 0.60980 -0.65007 -2.12704
H 2.71555 -2.44342 -3.11944
H 2.48094 -3.30063 -1.57229
H 3.42838 -1.76504 -1.80938
H 2.23967 -1.83945 0.61399
H 1.73639 0.44326 1.34890
H 0.95374 2.85540 0.62383
H -0.34775 1.44220 -2.26416
H 0.29181 -0.96075 -3.11361
C -3.14370 0.84816 1.30276
C -2.64793 0.77510 2.84760
H -2.94306 2.00226 1.11867
H -2.56224 0.31788 0.61851
H -4.25683 0.73358 1.23933
H -1.53266 0.67945 2.92004
H -2.97919 1.57778 3.52985
H -2.95196 -0.16489 3.24776
*
```

Energy relative to the best compared isomer or geometry (same formula, charge and spin), kJ/mol: 228.4
Calculated total energy, eV: -11605.2694
SMILES: Cc1ccc(O)cc1.CC
Orbital gap, eV: 9.179

---

ORCA calculation (ωB97M-V/def2-TZVPD) on a cluster of 2 separate species, C9H14O in total in a non-equilibrium geometry.

Structure (ORCA input):
```
! RIJCOSX wB97M-V def2-TZVPD def2/J DEFGRID3
* xyz 0 1
C 1.23181 -0.04355 -2.55081
C 0.41299 -0.68234 -1.45318
C -0.74597 -0.08370 -1.01894
C -1.46832 -0.61287 0.06355
C -0.96895 -1.73580 0.66898
O -1.66031 -2.23272 1.74552
C 0.18193 -2.39713 0.22001
C 0.87396 -1.85096 -0.83710
H 2.23089 0.24462 -2.21079
H 0.75393 0.89273 -2.84080
H 1.38760 -0.70980 -3.40035
H -1.11954 0.80483 -1.49660
H -2.36888 -0.14527 0.43120
H -1.34377 -3.07010 2.08151
H 0.50737 -3.26876 0.76956
H 1.84658 -2.22199 -1.14179
C 0.65109 1.79670 1.66406
C -0.56327 2.45785 1.00842
H 1.59981 2.02091 1.18746
H 0.65368 2.09306 2.71964
H 0.50224 0.72915 1.80067
H -1.50034 1.98150 1.27226
H -0.47243 2.55241 -0.07194
H -0.62209 3.48123 1.38946
*
```

Energy relative to the best compared isomer or geometry (same formula, charge and spin), kJ/mol: 29.9
Calculated total energy, eV: -11607.3270
SMILES: Cc1ccc(O)cc1.CC
Orbital gap, eV: 9.251

---

ORCA calculation (ωB97M-V/def2-TZVPD) on a cluster of 2 separate species, C9H14O in total in a non-equilibrium geometry.

Structure (ORCA input):
```
! RIJCOSX wB97M-V def2-TZVPD def2/J DEFGRID3
* xyz 0 1
C -1.04218 0.60037 -2.51818
C -1.49840 0.66940 -1.10472
C -1.75778 -0.46672 -0.34449
C -2.06762 -0.43810 0.97548
C -2.01455 0.77596 1.63718
O -1.96739 0.86339 3.02301
C -1.85718 2.00084 0.94060
C -1.51510 1.90137 -0.40979
H -1.75242 -0.12448 -2.96807
H -0.12397 -0.00707 -2.73434
H -0.99103 1.58190 -2.93757
H -1.67773 -1.35495 -0.98511
H -2.12637 -1.34363 1.57617
H -2.44935 0.12078 3.41479
H -1.95236 2.93607 1.45598
H -1.28861 2.74017 -1.03113
C 3.24536 -2.04854 -0.01032
C 3.38124 -0.57714 0.48791
H 3.76709 -2.38766 -0.89611
H 3.62141 -2.72614 0.73762
H 2.19631 -2.25045 -0.11755
H 4.08495 -0.27132 1.20096
H 2.36506 -0.42370 0.87110
H 3.42061 0.22968 -0.26342
*
```

Energy relative to the best compared isomer or geometry (same formula, charge and spin), kJ/mol: 110.2
Calculated total energy, eV: -11606.4951
SMILES: Cc1ccc(O)cc1.CC
Orbital gap, eV: 9.135

---

ORCA calculation (ωB97M-V/def2-TZVPD) on a cluster of 2 separate species, C9H14O in total in a non-equilibrium geometry.

Structure (ORCA input):
```
! RIJCOSX wB97M-V def2-TZVPD def2/J DEFGRID3
* xyz 1 2
C -2.30055 1.91038 -1.66095
C -2.88880 0.55937 -1.15235
H -2.63303 2.62515 -0.93998
H -1.21057 1.99936 -1.77129
H -2.83859 2.12549 -2.55808
H -3.84490 0.86954 -0.69030
H -2.25660 -0.19417 -0.66699
H -3.37543 0.17467 -2.06411
C 2.52097 -0.18789 2.81196
C 1.49784 -1.71400 1.11334
C 1.94213 -0.46449 1.51618
C 0.79978 -1.96757 -0.03139
C 0.49909 -0.89244 -0.83736
C 1.78915 0.54819 0.59117
C 1.04667 0.39870 -0.55512
O -0.31380 -1.04129 -1.92472
H 1.40046 -2.58153 1.83339
H 0.43157 -2.98358 -0.17002
H 3.51350 0.28040 2.99728
H 2.27703 -0.94785 3.59485
H 2.16289 1.58521 0.80707
H -0.84206 -1.89681 -1.97345
H 0.84238 1.17571 -1.38208
H 1.78089 0.61945 3.11294
*
```

Energy relative to the best compared isomer or geometry (same formula, charge and spin), kJ/mol: 152.3
Calculated total energy, eV: -11597.9884
Orbital gap (alpha / beta), eV: 10.414 / 6.343

---

ORCA calculation (ωB97M-V/def2-TZVPD) on an isolated molecule of C9H14O3 in a non-equilibrium geometry.

Structure (ORCA input):
```
! RIJCOSX wB97M-V def2-TZVPD def2/J DEFGRID3
* xyz 0 1
O -4.14388 -0.74620 0.30320
C -2.98699 -0.79463 -0.50890
C -1.74185 -0.58120 0.36592
C -0.99667 0.80599 0.60681
C -0.55767 2.03792 -0.14353
C 0.93669 1.78854 -0.35472
C 1.12332 0.17605 -0.18267
O 1.86803 -0.58589 -1.16903
C 2.57959 -1.53087 -0.42158
C 2.83040 -0.76344 0.83147
O 1.75823 0.10478 1.13760
C -0.32723 -0.26185 -0.18494
H -3.96172 -1.47816 0.86664
H -3.04248 0.03532 -1.25941
H -2.90920 -1.68432 -1.10769
H -1.78878 -1.18186 1.30196
H -0.67811 0.81771 1.69806
H -0.95883 2.91286 0.47322
H -1.02798 2.06179 -1.14563
H 1.11727 2.18525 -1.38065
H 1.60110 2.41814 0.28330
H 1.74774 -2.30216 -0.21054
H 3.45625 -1.78368 -0.79370
H 2.98838 -1.40832 1.71676
H 3.67791 -0.14254 0.57801
H -0.56349 -0.09923 -1.29996
*
```

Energy relative to the best compared isomer or geometry (same formula, charge and spin), kJ/mol: 426.6
Calculated total energy, eV: -15697.0523
SMILES: OC[C@@H]1[C@@H]2CCC3(OCCO3)[C@@H]12
Orbital gap, eV: 9.551

---

ORCA calculation (ωB97M-V/def2-TZVPD) on a cluster of 2 separate species, C9H14O3Si in total in a non-equilibrium geometry.

Structure (ORCA input):
```
! RIJCOSX wB97M-V def2-TZVPD def2/J DEFGRID3
* xyz 0 1
C 0.75776 2.41094 -2.97699
C -0.49704 2.05333 -2.75797
C 1.78724 1.99423 -2.13014
C -0.79005 1.33045 -1.63326
C 1.47228 1.20940 -1.05587
C 0.16577 0.79331 -0.75169
C -2.38133 0.14925 2.55707
C -1.68902 -2.02639 -1.14839
C 3.00179 -1.39818 3.01755
O 2.60274 -2.61745 3.47528
O -1.10890 0.23532 1.95566
O -1.53426 -1.28900 0.04744
Si -0.34552 -0.35211 0.66418
H 0.95512 2.87304 -3.99645
H -1.29574 2.24782 -3.46881
H 2.80105 1.97913 -2.23533
H -1.83660 1.02817 -1.47909
H 2.22267 0.77083 -0.56048
H -3.07456 -0.36357 1.82161
H -2.90032 1.05017 2.87935
H -2.13636 -0.64231 3.35108
H -0.66185 -2.49396 -1.31308
H -2.13252 -1.24661 -1.88451
H -2.47420 -2.69575 -0.91325
H 3.41281 -1.17375 2.04002
H 2.58353 -0.56530 3.61122
H 3.09552 -3.26100 2.88486
*
```

Energy relative to the best compared isomer or geometry (same formula, charge and spin), kJ/mol: 627.3
Calculated total energy, eV: -23576.4306
Orbital gap (alpha / beta), eV: 7.922 / 6.887

---

ORCA calculation (ωB97M-V/def2-TZVPD) on an isolated molecule of C9H14O4Si in a non-equilibrium geometry.

Structure (ORCA input):
```
! RIJCOSX wB97M-V def2-TZVPD def2/J DEFGRID3
* xyz 0 1
C 1.65796 1.46397 2.44077
C 0.93688 0.39755 2.14592
Si 0.58132 -0.07757 0.30543
O -0.82508 -0.77568 0.09771
C -2.14991 -0.54961 0.32940
C -2.77146 0.00395 -0.97511
C -4.15992 0.43660 -1.12979
O -3.06721 1.38640 -1.11385
C 1.00525 1.53488 -0.77047
C 2.26588 1.64287 -1.46585
O 0.22268 2.43874 -0.74824
C 1.77328 -1.49042 -0.22890
C 1.38967 -2.90606 0.15336
O 2.84080 -1.33248 -0.70460
H 1.96055 1.79556 3.48298
H 2.29319 1.94679 1.55138
H 0.57793 -0.30026 2.94700
H -2.66081 -1.47360 0.67125
H -2.20229 0.19038 1.06202
H -2.21453 -0.46951 -1.85877
H -4.60563 0.27494 -2.10771
H -4.74582 0.47491 -0.28353
H 2.91211 2.27297 -0.76815
H 2.30035 1.98458 -2.54693
H 2.72441 0.67228 -1.44041
H 0.66705 -3.19692 -0.47539
H 2.32121 -3.52140 0.23708
H 0.97214 -2.82387 1.19341
*
```

Calculated total energy, eV: -25624.5278
SMILES: C=C[Si](OC[C@H]1CO1)(C(C)=O)C(C)=O
Orbital gap, eV: 9.000

---

ORCA calculation (ωB97M-V/def2-TZVPD) on an isolated molecule of C9H14O5 in a non-equilibrium geometry.

Structure (ORCA input):
```
! RIJCOSX wB97M-V def2-TZVPD def2/J DEFGRID3
* xyz 0 1
C -0.52100 1.36364 2.57151
C -0.09545 0.32173 1.54633
O 0.07127 -0.90223 2.17152
C 1.17266 0.75021 0.85512
C 1.24280 0.11275 -0.52850
O 2.24338 -0.76779 -0.64048
C -0.09694 -0.63147 -0.73929
O -0.12059 -1.90192 -0.21443
C -0.64122 -0.64402 -2.20770
C 0.21903 -1.70695 -2.97464
O 1.38713 -1.85498 -2.89231
C -1.04841 0.09871 0.25448
C -1.36282 1.46963 -0.27744
O -2.40884 2.06147 0.06521
H -0.21490 1.11372 3.56407
H -0.16321 2.36931 2.48355
H -1.63679 1.36059 2.58878
H 0.75105 -1.01116 2.84469
H 2.07014 0.47651 1.39226
H 1.21214 1.85787 0.66497
H 1.46945 0.96363 -1.18960
H 1.91369 -1.41172 -1.36364
H -0.09386 -1.85240 0.76223
H -0.48615 0.35067 -2.66829
H -1.67537 -0.94723 -2.20288
H -0.45966 -2.51793 -3.33720
H -1.93513 -0.39682 0.60302
H -0.79240 1.87620 -1.13138
*
```

Energy relative to the best compared isomer or geometry (same formula, charge and spin), kJ/mol: 140.6
Calculated total energy, eV: -19795.2040
SMILES: C[C@]1(O)C[C@@H](O)[C@](O)(CC=O)[C@@H]1C=O
Orbital gap, eV: 10.215

---

ORCA calculation (ωB97M-V/def2-TZVPD) on a cluster of 2 separate species, C9H14S in total.

Structure (ORCA input):
```
! RIJCOSX wB97M-V def2-TZVPD def2/J DEFGRID3
* xyz 0 1
C 1.53717 -1.68096 1.06466
C 0.77736 -0.46894 1.54875
C 1.27557 0.31411 2.58512
C 0.59536 1.44285 3.01317
C -0.58410 1.82574 2.40422
C -1.08684 1.05663 1.36452
C -0.42678 -0.09422 0.96243
H 1.90539 -1.55919 0.04097
H 0.84621 -2.53668 1.02279
H 2.35183 -1.92740 1.73261
H 2.20338 0.02973 3.07243
H 0.97086 2.04365 3.83628
H -1.11714 2.73208 2.67002
H -2.00269 1.34346 0.86444
H -0.83709 -0.70392 0.17172
C -0.18381 -1.49267 -2.73844
S -0.50203 -0.28971 -4.05213
C -1.22889 1.09791 -3.14133
H 0.21702 -1.00114 -1.85312
H -1.05542 -2.05192 -2.41767
H 0.52750 -2.16690 -3.22699
H -1.70081 1.73263 -3.89182
H -0.47847 1.62609 -2.56240
H -2.00357 0.72877 -2.47023
*
```

Energy relative to the best compared isomer or geometry (same formula, charge and spin), kJ/mol: 10.9
Calculated total energy, eV: -20395.1728
SMILES: Cc1ccccc1.CSC
Orbital gap, eV: 9.403

---

ORCA calculation (ωB97M-V/def2-TZVPD) on a cluster of 2 separate species, C9H14S in total in a non-equilibrium geometry.

Structure (ORCA input):
```
! RIJCOSX wB97M-V def2-TZVPD def2/J DEFGRID3
* xyz 1 2
C -1.71355 2.08649 -0.87322
C -0.92542 2.33187 1.81443
S -1.57120 3.22455 0.43645
H -2.59476 2.26710 -1.50811
H -0.84485 2.17609 -1.53324
H -1.95670 1.03987 -0.65837
H -1.20321 1.27831 1.87468
H -1.36795 2.77684 2.69806
H 0.17084 2.39396 1.73439
C 0.18908 -0.94467 -2.36825
C 0.59437 -1.12032 -0.93560
C 1.31249 -0.21282 -0.17957
C 0.18470 -2.29086 -0.29118
C 1.74740 -0.46730 1.12505
C 0.62568 -2.57485 0.98548
C 1.43337 -1.68829 1.69945
H -0.84960 -0.66501 -2.55733
H 0.39936 -1.86417 -2.91064
H 1.76855 0.65354 -0.66138
H -0.49892 -2.95688 -0.81732
H 2.11053 0.31541 1.77730
H 0.40314 -3.54897 1.39838
H 1.75709 -1.93578 2.69985
H 0.82955 -0.27413 -2.94931
*
```

Energy relative to the best compared isomer or geometry (same formula, charge and spin), kJ/mol: 69.4
Calculated total energy, eV: -20386.2614
Orbital gap (alpha / beta), eV: 8.938 / 3.718